The following is a quantum chemistry calculation of C4H5NO in the gas phase, from OMol25.

```
! wB97M-V def2-TZVPD RIJCOSX def2/J DEFGRID3
* xyz 0 1
O 1.495 -0.821 -1.602
C 0.679 0.052 -1.875
C -0.271 0.581 -0.921
C -0.189 -0.075 0.260
C 0.305 -1.004 1.081
N -0.746 0.016 1.623
H 0.636 0.467 -2.901
H -0.988 1.359 -1.149
H 1.285 -1.102 1.526
H -0.528 0.867 2.141
H -1.677 -0.341 1.815
*
```

LUMO = 0.41 eV
highest occupied orbital energy = -0.2871 Eh
structure (SMILES) = [O-]/C=C\C1=C[NH2+]1
HOMO-LUMO gap = 0.302 hartree

***

The following is a quantum chemistry calculation of a molecular structure, C32H34MoN2S2Si at a distorted geometry, from OMol25.

```
! wB97M-V def2-TZVPD RIJCOSX def2/J DEFGRID3
* xyz 2 3
Mo 0.556 0.626 -0.262
C 0.252 2.165 0.975
Si -1.268 -0.147 1.175
C 0.081 -0.749 -1.854
N 1.434 -0.421 -1.937
C 1.863 0.454 -3.029
C 1.929 -0.287 -4.386
C 1.736 -1.792 -4.209
C 2.587 -2.338 -3.066
C 2.401 -1.513 -1.772
C -1.095 -0.750 2.955
C -1.739 -1.915 3.391
C -1.540 -2.391 4.673
C -0.715 -1.705 5.551
C -0.082 -0.542 5.139
C -0.255 -0.076 3.850
C -3.060 -0.076 0.567
C -3.791 1.110 0.712
C -5.092 1.200 0.251
C -5.685 0.113 -0.374
C -4.972 -1.064 -0.533
C -3.671 -1.160 -0.071
H 1.120 2.589 1.496
H -0.611 2.784 1.221
H -0.524 -0.423 -2.702
H -0.114 -1.800 -1.625
H 2.857 0.835 -2.760
H 1.175 1.304 -3.108
H 2.893 -0.081 -4.849
H 1.164 0.099 -5.061
H 2.005 -2.303 -5.133
H 0.684 -2.016 -4.024
H 3.637 -2.340 -3.359
H 2.300 -3.374 -2.891
H 3.358 -1.068 -1.474
H 2.063 -2.165 -0.958
H -2.399 -2.448 2.724
H -2.036 -3.294 4.996
H -0.572 -2.070 6.556
H 0.543 0.001 5.829
H 0.248 0.832 3.540
H -3.342 1.962 1.203
H -5.645 2.117 0.383
H -6.700 0.181 -0.734
H -5.434 -1.909 -1.018
H -3.132 -2.089 -0.196
S 2.442 -0.109 1.035
C 2.420 -1.526 2.054
C 3.477 -1.706 2.947
C 3.486 -2.809 3.778
C 2.452 -3.734 3.727
C 1.418 -3.567 2.813
C 1.402 -2.476 1.970
H 4.281 -0.987 2.973
H 4.300 -2.953 4.470
H 2.453 -4.587 4.388
H 0.627 -4.297 2.752
H 0.611 -2.354 1.237
S -2.603 3.317 -2.684
C -1.903 1.907 -2.019
N -0.670 2.008 -1.599
C -0.169 3.271 -1.830
C 1.141 3.697 -1.596
C 1.482 4.993 -1.918
C 0.538 5.873 -2.452
C -0.755 5.466 -2.707
C -1.098 4.153 -2.413
H -2.471 0.993 -1.951
H 1.882 3.009 -1.183
H 2.495 5.331 -1.769
H 0.830 6.884 -2.684
H -1.480 6.134 -3.138
*
```

LUMO (spin up / spin down) = -6.58 / -8.50 eV
highest occupied orbital energy (spin up / spin down) = -0.5149 / -0.5194 Eh
HOMO-LUMO gap (spin up / spin down) = 0.273 / 0.207 hartree

***

The following is a quantum chemistry calculation of a molecular structure, C36H39AsCdF6IN4P2S2, from OMol25.

```
! wB97M-V def2-TZVPD RIJCOSX def2/J DEFGRID3
* xyz 0 2
Cd -0.741 0.418 0.428
N 1.993 -1.883 1.121
P 1.288 -0.544 1.863
C 2.653 0.611 2.163
C 2.485 1.566 3.164
C 3.471 2.510 3.396
C 4.630 2.511 2.633
C 4.796 1.571 1.628
C 3.807 0.627 1.387
C 0.863 -1.166 3.526
C 1.572 -2.217 4.105
C 1.228 -2.684 5.362
C 0.176 -2.101 6.057
C -0.529 -1.051 5.491
C -0.191 -0.587 4.227
P 1.225 -2.942 -0.149
C 0.582 -4.245 0.927
C -0.695 -4.784 0.755
C -1.197 -5.719 1.648
C -0.421 -6.151 2.714
C 0.861 -5.646 2.878
C 1.353 -4.698 1.998
C 2.805 -3.533 -0.836
C 3.712 -2.634 -1.398
C 4.894 -3.093 -1.960
C 5.181 -4.450 -1.969
C 4.279 -5.350 -1.424
C 3.093 -4.896 -0.864
H 3.007 -1.849 1.059
H 1.581 1.584 3.758
H 3.328 3.250 4.173
H 5.398 3.251 2.815
H 5.689 1.575 1.018
H 3.942 -0.069 0.568
H 2.395 -2.666 3.566
H 1.784 -3.502 5.803
H -0.091 -2.466 7.040
H -1.346 -0.587 6.029
H -0.751 0.229 3.794
H -1.308 -4.493 -0.088
H -2.192 -6.117 1.500
H -0.809 -6.883 3.410
H 1.480 -5.991 3.697
H 2.351 -4.305 2.137
H 3.486 -1.576 -1.431
H 5.586 -2.385 -2.399
H 6.104 -4.805 -2.407
H 4.492 -6.411 -1.437
H 2.393 -5.606 -0.448
S 1.474 0.265 -1.472
C 0.561 1.591 -2.032
N -0.528 1.991 -1.427
C -1.068 3.122 -2.024
C -2.172 3.842 -1.569
C -2.594 4.941 -2.295
C -1.927 5.340 -3.454
C -0.810 4.654 -3.897
C -0.384 3.550 -3.172
S 0.995 2.524 -3.437
H -2.655 3.579 -0.636
H -3.444 5.512 -1.945
H -2.276 6.204 -4.003
H -0.277 4.978 -4.781
N -1.755 -1.756 1.219
C -3.019 -1.805 1.992
C -4.230 -2.072 1.111
C -4.803 -0.899 0.321
C -3.947 -0.319 -0.800
N -2.985 0.696 -0.332
H -1.781 -2.490 0.513
H -1.007 -2.042 1.844
H -3.130 -0.863 2.529
H -2.954 -2.601 2.739
H -5.025 -2.456 1.754
H -3.991 -2.893 0.424
H -5.079 -0.090 1.006
H -5.741 -1.239 -0.125
H -4.612 0.132 -1.541
H -3.398 -1.115 -1.314
H -3.417 1.283 0.379
H -2.762 1.319 -1.100
I 0.015 -4.959 -2.851
C 0.166 -3.100 -1.687
H 0.590 -2.382 -2.385
H -0.855 -2.783 -1.478
F -0.868 2.832 1.253
As -1.933 2.962 2.657
F -0.580 2.628 3.685
F -1.675 4.648 2.753
F -3.002 2.926 3.998
F -3.275 3.165 1.563
F -2.144 1.199 2.447
*
```

LUMO (spin up / spin down) = 0.18 / -0.89 eV
highest occupied orbital energy (spin up / spin down) = -0.2414 / -0.2818 Eh
HOMO-LUMO gap (spin up / spin down) = 0.248 / 0.249 hartree

***

The following is a quantum chemistry calculation of a molecular structure, C41H53Br4MgN2O4PSi at a distorted geometry, from OMol25.

```
! wB97M-V def2-TZVPD RIJCOSX def2/J DEFGRID3
* xyz -2 1
Mg 0.028 -0.065 0.644
Br -1.828 -6.568 -0.663
C -1.889 -4.708 -0.285
C -3.035 -4.134 0.232
Br -4.586 -5.185 0.547
C -3.030 -2.772 0.572
Br -4.598 -1.912 1.226
C -1.891 -1.973 0.472
O -1.846 -0.736 0.838
C -0.705 -2.563 -0.108
O 0.341 -1.812 -0.265
C -0.752 -3.905 -0.473
Br 0.831 -4.619 -1.250
C -2.258 -1.034 -2.754
P -0.455 -0.884 -3.144
C -0.431 0.920 -3.602
C -0.527 -1.615 -4.847
C -1.207 -1.052 -5.925
C -1.186 -1.660 -7.171
C -0.482 -2.842 -7.363
C 0.189 -3.419 -6.296
C 0.169 -2.806 -5.050
H -2.877 -0.608 -3.547
H -2.452 -0.509 -1.817
H -2.513 -2.085 -2.616
H -1.426 1.308 -3.830
H 0.235 1.075 -4.453
H -0.029 1.463 -2.748
H -1.757 -0.127 -5.792
H -1.720 -1.211 -8.001
H -0.456 -3.306 -8.342
H 0.734 -4.345 -6.435
H 0.701 -3.251 -4.217
C 0.730 5.647 1.639
N 0.702 4.926 0.371
N -0.118 3.796 0.332
C 0.601 2.756 -0.198
O 0.218 1.555 -0.335
C 1.874 3.286 -0.566
C 1.919 4.585 -0.193
C 2.980 5.615 -0.362
C -1.484 3.971 0.646
C -2.374 2.791 0.942
C -3.488 3.220 1.858
C -3.927 4.495 1.909
C -3.250 5.538 1.211
C -2.017 5.256 0.653
H -0.209 5.469 2.157
H 0.837 6.717 1.456
H 1.562 5.308 2.264
H 2.647 2.724 -1.064
H 3.734 5.246 -1.054
H 3.477 5.853 0.583
H 2.551 6.536 -0.762
H -1.792 1.991 1.412
H -3.966 2.438 2.440
H -4.786 4.747 2.525
H -3.653 6.543 1.180
H -1.431 6.068 0.230
C 0.887 1.920 3.579
Si 1.007 0.098 2.944
C -0.067 -0.874 4.269
C -0.146 -2.365 3.919
C 0.413 -0.744 5.718
C -1.490 -0.307 4.184
C 2.936 -0.245 3.139
C 3.621 0.535 2.011
C 3.222 -1.735 2.929
C 3.564 0.194 4.464
H 1.248 2.081 4.601
H -0.149 2.268 3.533
H 1.465 2.569 2.914
H 0.830 -2.848 4.002
H -0.507 -2.507 2.897
H -0.837 -2.887 4.594
H 1.349 -1.288 5.868
H -0.333 -1.161 6.408
H 0.575 0.302 5.992
H -1.881 -0.363 3.166
H -1.518 0.740 4.498
H -2.170 -0.875 4.833
H 3.257 0.215 1.032
H 4.709 0.384 2.040
H 3.427 1.608 2.108
H 2.728 -2.094 2.021
H 2.856 -2.325 3.772
H 4.300 -1.926 2.831
H 3.413 1.263 4.632
H 4.647 0.005 4.453
H 3.139 -0.348 5.311
O 2.920 -0.939 -1.327
H 3.050 -1.787 -0.890
H 1.957 -0.864 -1.397
C -2.980 2.107 -0.344
C -3.811 2.988 -1.218
C -3.213 3.924 -2.065
C -3.973 4.731 -2.895
C -5.357 4.610 -2.913
C -5.965 3.670 -2.094
C -5.199 2.873 -1.256
H -2.135 1.719 -0.912
H -3.574 1.268 0.020
H -2.134 4.021 -2.074
H -3.484 5.459 -3.533
H -5.953 5.233 -3.570
H -7.043 3.555 -2.114
H -5.690 2.137 -0.629
*
```

LUMO = 3.97 eV
highest occupied orbital energy = -0.0244 Eh
HOMO-LUMO gap = 0.170 hartree

***

The following is a quantum chemistry calculation of 8 unconnected molecules or ions with the total composition C22H41Cl4N3O12 at a distorted geometry, from OMol25.

```
! wB97M-V def2-TZVPD RIJCOSX def2/J DEFGRID3
* xyz 0 1
O 3.557 0.530 6.133
C 2.789 0.812 5.236
O 3.126 1.005 3.930
C 1.924 1.253 3.140
C 0.843 0.897 4.079
O 1.497 0.937 5.370
H 1.885 2.314 2.891
H 1.860 0.666 2.224
H 0.365 -0.050 3.827
H 0.061 1.656 4.049
O -5.438 1.628 3.648
C -4.831 0.578 3.464
O -3.868 0.384 2.595
C -3.443 -0.999 2.566
C -4.504 -1.641 3.402
O -5.158 -0.601 4.055
H -3.432 -1.307 1.521
H -2.436 -1.154 2.955
H -4.038 -2.339 4.097
H -5.274 -2.071 2.762
O -4.949 0.239 -3.018
C -5.473 -0.408 -2.109
O -6.728 -0.582 -1.970
C -7.012 -1.169 -0.753
C -5.666 -1.292 -0.063
O -4.821 -0.845 -1.050
H -7.688 -0.635 -0.085
H -7.466 -2.149 -0.901
H -5.385 -2.316 0.183
H -5.593 -0.654 0.817
C 4.213 0.344 -1.886
N 3.298 0.991 -0.981
C 3.303 2.332 -0.789
C 2.387 2.955 0.184
O 3.971 3.106 -1.490
H 5.045 1.023 -2.072
H 3.718 0.124 -2.832
H 4.566 -0.621 -1.522
H 2.609 0.424 -0.508
H 1.582 2.293 0.503
H 2.051 3.827 -0.378
H 2.880 3.336 1.079
C 4.295 -1.644 2.171
N 2.881 -2.035 2.369
C 1.923 -1.878 1.493
C 0.559 -2.390 1.963
O 2.087 -1.244 0.453
H 4.329 -0.670 2.660
H 4.679 -1.560 1.154
H 5.002 -2.318 2.656
H 2.720 -2.577 3.206
H 0.546 -2.363 3.052
H 0.610 -3.433 1.650
H -0.258 -1.854 1.478
C 5.022 3.257 -5.224
N 3.769 3.150 -4.498
C 2.706 2.555 -5.030
C 1.611 2.346 -4.107
O 2.528 2.192 -6.171
H 4.977 3.214 -6.312
H 5.767 2.533 -4.893
H 5.246 4.282 -4.927
H 3.768 3.438 -3.530
H 1.729 1.437 -3.516
H 0.627 2.320 -4.576
H 1.555 3.162 -3.387
Cl -2.386 -2.998 -0.131
C -1.554 -4.083 -1.218
C -0.538 -3.463 -2.250
Cl -1.286 -2.378 -3.406
H -2.317 -4.715 -1.674
H -1.046 -4.850 -0.633
H -0.028 -4.261 -2.789
H 0.252 -2.889 -1.765
Cl -0.874 0.910 1.033
C -2.157 0.901 -0.169
C -1.596 0.652 -1.531
Cl -0.684 2.121 -2.038
H -2.648 1.859 0.001
H -2.824 0.082 0.097
H -2.354 0.596 -2.312
H -0.962 -0.226 -1.653
*
```

LUMO = -0.31 eV
highest occupied orbital energy = -0.3185 Eh
structure (SMILES) = O=C1OCCO1.O=C1OCCO1.O=C1OCCO1.CNC(C)=O.CNC(C)=O.CNC(C)=O.ClCCCl.ClCCCl
HOMO-LUMO gap = 0.307 hartree

***

The following is a quantum chemistry calculation of a molecular structure, C31H26FN6O3Zr, from OMol25.

```
! wB97M-V def2-TZVPD RIJCOSX def2/J DEFGRID3
* xyz -1 1
Zr -0.065 0.026 0.207
O -1.620 -1.160 -0.648
C -2.221 -1.756 -1.623
C -3.170 -2.766 -1.353
C -3.809 -3.441 -2.373
C -3.542 -3.146 -3.713
C -2.623 -2.151 -3.988
C -1.962 -1.451 -2.979
C -1.037 -0.389 -3.374
N -0.392 0.350 -2.576
C 0.445 1.398 -3.149
C 1.219 2.058 -2.011
N 1.634 0.975 -1.141
C 2.864 0.706 -0.968
C 3.337 -0.517 -0.339
C 4.686 -0.621 0.002
C 5.218 -1.792 0.502
C 4.372 -2.899 0.619
C 3.043 -2.829 0.258
C 2.469 -1.629 -0.206
O 1.203 -1.577 -0.539
H -3.379 -2.990 -0.312
H -4.533 -4.211 -2.126
H -4.045 -3.675 -4.511
H -2.400 -1.888 -5.019
H -0.943 -0.242 -4.460
H -0.169 2.143 -3.661
H 1.145 0.966 -3.873
H 0.562 2.719 -1.445
H 2.074 2.626 -2.391
H 3.623 1.371 -1.393
H 5.317 0.252 -0.129
H 6.261 -1.855 0.785
H 4.766 -3.836 0.997
H 2.402 -3.697 0.340
C -2.956 0.282 3.854
C -2.040 -0.183 2.771
N -1.280 0.606 2.112
N -1.261 1.925 2.503
C -0.365 2.585 1.802
O 0.380 2.118 0.889
C -0.243 4.044 2.113
C -1.242 4.726 2.798
C -1.112 6.084 3.052
C 0.020 6.770 2.627
C 1.019 6.091 1.941
C 0.883 4.734 1.680
C -1.899 -1.625 2.439
C -2.733 -2.603 2.965
C -2.485 -3.931 2.648
C -1.422 -4.241 1.822
C -0.657 -3.200 1.315
N -0.890 -1.934 1.622
H -2.516 1.136 4.362
H -3.169 -0.504 4.577
H -3.899 0.619 3.414
H -2.120 4.179 3.113
H -1.900 6.610 3.576
H 0.120 7.831 2.824
H 1.902 6.619 1.602
H 1.643 4.189 1.136
H -3.565 -2.331 3.597
H -3.125 -4.711 3.043
H -1.196 -5.262 1.546
H 0.148 -3.360 0.609
N -2.581 2.303 -0.844
C -1.779 1.543 -0.492
F 1.251 -0.166 1.684
*
```

LUMO = 2.55 eV
highest occupied orbital energy = -0.1795 Eh
HOMO-LUMO gap = 0.273 hartree